Entry 1:
Computed, not measured: AlBH4 as an isolated structure in a non-equilibrium geometry, with ωB97M-V/def2-TZVPD.

Geometry as XYZ:
```
6
Properties=species:S:1:pos:R:3
Al 12.108 -6.469 5.813
B 13.785 -5.716 8.671
H 14.148 -6.345 9.599
H 14.579 -5.905 7.837
H 12.791 -6.020 8.225
H 13.750 -4.621 9.068
```

Calculated values
2S+1   1
ΔE to the lowest compared entry with this formula, charge and spin   121.4 kJ/mol
Charge   +2
HOMO level   -21.91 eV
Frontier orbital gap   4.52 eV

---

Entry 2:
Computed, not measured: one molecule with the formula C20H25N3O2 in a non-equilibrium geometry, with ωB97M-V/def2-TZVPD.

Geometry as XYZ:
```
50
Properties=species:S:1:pos:R:3
O -4.640 -0.475 1.409
N -0.186 -0.767 0.293
O 4.655 -4.337 -1.034
C -3.485 -0.158 1.215
C 0.882 0.053 0.504
C -1.355 -0.351 0.744
C 0.803 1.261 1.230
C -0.461 1.682 1.705
C 4.358 -0.110 -1.080
C 4.664 -1.455 -0.924
C 2.525 -1.697 0.172
C 2.174 -0.363 -0.028
C -1.551 0.902 1.364
C 3.108 0.456 -0.707
C 3.730 -2.261 -0.260
N -2.584 -1.020 0.656
N -2.897 1.007 1.635
C 2.859 1.871 -1.138
C 3.989 -3.705 0.032
C -2.904 -2.242 -0.055
C -4.746 4.436 1.858
C -3.166 3.723 0.132
C -5.395 2.573 0.358
C -3.566 2.196 2.129
C -4.225 3.199 1.134
H 4.715 -5.326 -0.884
H 1.713 1.822 1.311
H -0.577 2.611 2.220
H 5.105 0.472 -1.646
H 5.588 -1.833 -1.310
H 1.835 -2.336 0.667
H 3.375 2.059 -2.056
H 1.787 2.013 -1.311
H 3.217 2.613 -0.427
H 4.674 -3.746 0.874
H 3.058 -4.212 0.367
H -2.403 -3.088 0.392
H -3.985 -2.413 -0.005
H -2.652 -2.174 -1.129
H -3.965 4.842 2.476
H -5.078 5.225 1.190
H -5.628 4.171 2.477
H -2.350 4.226 0.664
H -2.750 2.994 -0.508
H -3.680 4.478 -0.547
H -6.001 1.950 1.016
H -6.047 3.281 -0.132
H -5.002 1.925 -0.450
H -2.815 2.720 2.769
H -4.346 1.842 2.841
```

Calculated values
2S+1   1
ΔE to the lowest compared entry with this formula, charge and spin   83.2 kJ/mol
HOMO level   -7.89 eV
Frontier orbital gap   8.52 eV
SMILES string   Cc1ccc(CO)cc1-c1ccc2c(n1)n(C)c(=O)n2CC(C)(C)C

---

Entry 3:
Computed, not measured: a 2-piece molecular cluster, CH4O4P2 overall in a non-equilibrium geometry, with ωB97M-V/def2-TZVPD.

Geometry as XYZ:
```
11
Properties=species:S:1:pos:R:3
C -0.158 -0.069 -1.332
O 0.471 0.404 1.739
O 0.844 -2.079 1.373
O 2.869 -0.469 1.072
O -1.192 1.985 0.176
P -1.552 0.990 -0.909
P 1.357 -0.709 1.024
H -0.601 -1.077 -1.823
H 0.455 0.420 -2.127
H -0.176 0.690 1.050
H -2.316 -0.085 -0.241
```

Calculated values
2S+1   1
ΔE to the lowest compared entry with this formula, charge and spin   211.8 kJ/mol
Charge   -2
HOMO level (alpha / beta)   1.42 / 1.42 eV
Frontier orbital gap (alpha / beta)   5.56 / 5.56 eV

---

Entry 4:
Computed, not measured: C3H4Cl2S as an isolated structure in a non-equilibrium geometry, with ωB97M-V/def2-TZVPD.

Geometry as XYZ:
```
10
Properties=species:S:1:pos:R:3
C 0.372 -0.028 0.638
C 0.233 0.595 -0.646
C -1.076 0.474 0.233
H 1.211 -2.141 -0.790
H 0.800 0.761 1.296
H 0.603 1.674 -0.455
H -1.411 1.320 1.044
S 0.975 -1.699 0.931
Cl 0.511 -0.111 -2.246
Cl -2.220 -0.845 -0.005
```

Calculated values
2S+1   1
ΔE to the lowest compared entry with this formula, charge and spin   284.2 kJ/mol
HOMO level   -9.07 eV
Frontier orbital gap   9.03 eV

---

Entry 5:
Computed, not measured: a 5-piece molecular cluster, C17H36N6O6P2 overall in a non-equilibrium geometry, with ωB97M-V/def2-TZVPD.

Geometry as XYZ:
```
67
Properties=species:S:1:pos:R:3
N -5.545 1.750 -3.666
P -4.376 2.007 -2.695
O -3.094 2.788 -3.276
O -3.778 0.654 -2.104
P -5.204 3.316 -1.161
C -4.177 3.177 0.339
C -4.624 3.633 1.585
C -3.800 3.498 2.697
C -2.553 2.900 2.530
N -2.115 2.464 1.351
C -2.913 2.607 0.302
H -5.377 2.085 -4.605
H -2.936 3.616 -2.805
H -2.855 0.713 -1.799
H -6.314 2.539 -0.805
H -5.608 4.080 1.687
H -4.114 3.819 3.679
H -1.908 2.762 3.390
H -2.516 2.211 -0.625
C 1.202 -0.203 -0.998
C 0.214 0.927 -1.111
O -0.941 0.761 -1.495
N 0.649 2.161 -0.763
C 1.952 2.572 -0.283
H 0.717 -1.124 -1.308
H 2.071 -0.026 -1.630
H 1.547 -0.310 0.031
H -0.074 2.858 -0.851
H 1.869 3.005 0.715
H 2.386 3.321 -0.947
H 2.626 1.722 -0.239
C 3.799 -2.852 -1.813
C 4.509 -2.009 -0.783
O 4.530 -0.788 -0.831
N 5.143 -2.664 0.228
C 5.230 -4.092 0.449
H 3.348 -2.199 -2.551
H 4.490 -3.522 -2.317
H 3.017 -3.447 -1.339
H 5.599 -2.050 0.885
H 4.791 -4.364 1.411
H 6.271 -4.423 0.443
H 4.698 -4.623 -0.333
C 4.333 -6.664 -5.088
C 3.921 -5.214 -5.207
O 3.971 -4.449 -4.257
N 3.485 -4.785 -6.418
C 3.356 -5.540 -7.648
H 4.651 -6.842 -4.066
H 3.500 -7.327 -5.322
H 5.159 -6.891 -5.763
H 3.225 -3.811 -6.430
H 3.977 -5.106 -8.433
H 2.321 -5.542 -7.992
H 3.668 -6.567 -7.494
C -3.061 1.898 7.455
C -3.417 3.240 6.860
O -3.445 3.418 5.652
N -3.708 4.251 7.716
C -3.727 4.223 9.165
H -2.859 1.210 6.641
H -2.174 1.974 8.086
H -3.883 1.508 8.056
H -3.936 5.118 7.256
H -4.719 4.474 9.543
H -3.013 4.940 9.573
H -3.464 3.234 9.526
```

Calculated values
2S+1   1
HOMO level   -8.32 eV
Frontier orbital gap   8.99 eV
SMILES string   N=P(O)(O)Pc1cccnc1.CNC(C)=O.CNC(C)=O.CNC(C)=O.CNC(C)=O

---

Entry 6:
Computed, not measured: a 2-piece molecular cluster, C5H15NO overall in a non-equilibrium geometry, with ωB97M-V/def2-TZVPD.

Geometry as XYZ:
```
22
Properties=species:S:1:pos:R:3
C -1.935 0.084 -2.026
N -1.170 -0.035 -0.786
C 0.179 -0.611 -1.020
C 0.810 -1.103 0.332
C 1.121 0.153 1.129
C 1.994 -1.968 -0.031
H -1.354 -0.202 -2.917
H -2.720 -0.666 -2.088
H -2.387 1.068 -2.144
H -1.617 -0.738 -0.196
H 0.215 -1.418 -1.756
H 0.797 0.245 -1.314
H -0.040 -1.623 0.791
H 2.146 0.503 0.931
H 0.430 0.955 0.871
H 1.081 0.101 2.231
H 1.765 -2.731 -0.781
H 2.779 -1.337 -0.460
H 2.444 -2.471 0.837
H 0.037 3.012 2.008
H -1.168 2.236 1.439
O -0.919 2.907 2.099
```

Calculated values
2S+1   1
ΔE to the lowest compared entry with this formula, charge and spin   104.8 kJ/mol
HOMO level   -9.31 eV
Frontier orbital gap   10.31 eV
SMILES string   CNCC(C)C.O

---

Entry 7:
Computed, not measured: C33H59BaN8O10S4Si as an isolated structure in a non-equilibrium geometry, with ωB97M-V/def2-TZVPD.

Geometry as XYZ:
```
116
Properties=species:S:1:pos:R:3
Ba -1.178 -0.529 0.328
O -3.312 -4.033 -0.838
C -2.666 -2.991 -0.868
O -1.445 -2.820 -0.556
C -3.445 -1.634 -1.389
O -4.666 -1.650 -1.531
O -2.674 -0.642 -1.609
C -1.501 -3.630 2.749
C -2.892 -3.136 2.567
N -3.197 -1.919 2.207
C -4.543 -1.775 1.984
C -5.289 -2.894 2.206
S -4.259 -4.177 2.688
C -5.050 -0.505 1.472
C -6.373 -0.217 1.316
S -6.532 1.265 0.484
C -4.823 1.423 0.424
N -4.174 0.450 1.003
C -4.183 2.554 -0.299
H -0.856 -2.807 3.053
H -1.148 -4.010 1.784
H -1.441 -4.428 3.492
H -6.347 -3.024 2.045
H -7.218 -0.822 1.603
H -4.922 3.290 -0.623
H -3.678 2.153 -1.185
H -3.466 3.064 0.347
C 3.412 -2.530 -1.138
C 2.452 -1.338 -1.147
C 3.213 -0.054 -1.491
C 1.321 -1.593 -2.146
O 1.803 -1.220 0.116
Si 2.401 -0.846 1.629
S 0.859 -0.683 2.974
O 3.345 0.459 1.370
C 4.216 1.227 2.206
C 4.336 2.590 1.538
C 5.577 0.528 2.251
C 3.652 1.375 3.617
O 3.502 -2.001 2.101
C 3.360 -3.272 2.741
C 3.260 -3.064 4.251
C 2.148 -4.029 2.213
C 4.640 -4.036 2.406
H 3.911 -2.628 -2.105
H 2.864 -3.455 -0.936
H 4.168 -2.394 -0.362
H 3.536 -0.081 -2.540
H 4.107 0.045 -0.875
H 2.567 0.803 -1.277
H 1.717 -1.748 -3.157
H 0.636 -0.737 -2.165
H 0.749 -2.475 -1.845
H 4.793 2.478 0.550
H 4.963 3.259 2.134
H 3.349 3.034 1.396
H 5.995 0.461 1.243
H 5.466 -0.483 2.646
H 6.278 1.084 2.880
H 2.665 1.840 3.580
H 4.316 1.993 4.227
H 3.545 0.398 4.095
H 2.388 -2.456 4.492
H 4.157 -2.551 4.613
H 3.181 -4.028 4.763
H 1.231 -3.490 2.444
H 2.094 -5.024 2.664
H 2.215 -4.145 1.126
H 5.510 -3.454 2.720
H 4.707 -4.207 1.328
H 4.662 -5.003 2.915
N -1.228 3.913 1.078
C -0.782 3.714 -0.306
C -0.718 5.119 -0.934
C 0.214 5.431 -2.104
C -0.004 4.687 -3.415
N 0.052 3.228 -3.372
C 1.178 2.525 -3.350
N 2.315 3.066 -2.889
N 1.176 1.296 -3.873
C 0.508 2.884 -0.352
O 1.601 3.515 -0.311
O 0.384 1.627 -0.472
H -1.348 3.028 1.561
H -0.492 4.393 1.587
H -1.532 3.111 -0.820
H -0.427 5.795 -0.126
H -1.748 5.394 -1.189
H 1.246 5.311 -1.781
H 0.094 6.493 -2.346
H 0.751 5.018 -4.132
H -0.977 4.931 -3.842
H -0.795 2.696 -3.538
H 2.207 3.476 -1.938
H 3.106 2.441 -2.941
H 0.267 0.936 -4.189
H 1.794 0.635 -3.428
C -2.357 1.123 3.922
O -1.333 1.544 3.031
H -2.027 1.184 4.965
H -2.688 0.101 3.709
H -3.205 1.795 3.786
H -0.569 0.933 3.079
C -4.822 -0.231 -4.366
N -3.642 -1.076 -4.419
C -3.639 -2.422 -4.098
C -2.354 -2.826 -4.060
N -1.594 -1.719 -4.387
C -2.378 -0.636 -4.578
S -1.864 0.910 -5.043
H -5.562 -0.576 -5.089
H -4.526 0.784 -4.609
H -5.216 -0.282 -3.353
H -4.546 -2.942 -3.844
H -1.913 -3.774 -3.807
H -0.595 -1.659 -4.316
```

Calculated values
2S+1   1
Charge   -1
HOMO level   -5.26 eV
Frontier orbital gap   7.43 eV

---

Entry 8:
Computed, not measured: one molecule with the formula C6H12O, with ωB97M-V/def2-TZVPD.

Geometry as XYZ:
```
19
Properties=species:S:1:pos:R:3
C -0.265 -1.954 -0.122
C -0.892 1.052 -0.868
C 0.233 0.506 -0.035
C 1.635 0.528 -0.605
C -0.385 1.827 0.320
C -0.086 -0.734 0.790
O -1.272 -0.477 1.529
H -0.875 -2.722 0.368
H 0.695 -2.410 -0.387
H -0.774 -1.661 -1.047
H -1.861 0.574 -0.745
H -0.673 1.396 -1.876
H 1.862 -0.384 -1.170
H 1.762 1.378 -1.284
H 2.382 0.626 0.194
H -1.034 1.874 1.187
H 0.211 2.719 0.140
H 0.750 -0.916 1.487
H -1.412 -1.223 2.123
```

Calculated values
2S+1   1
ΔE to the lowest compared entry with this formula, charge and spin   99.3 kJ/mol
HOMO level   -9.73 eV
Frontier orbital gap   10.65 eV
SMILES string   C[C@H](O)C1(C)CC1